1.
# C33H46P2SiZn

A molecular structure, C33H46P2SiZn (ωB97M-V/def2-TZVPD, the Open Molecules 2025 dataset).

Properties
HOMO-LUMO gap (spin up / spin down)   4.12 / 4.88 eV
HOMO (spin up / spin down)   -4.92 / -5.64 eV
Total charge   0

Geometry (Å):
Zn -0.708528 0.167294 1.413896
P -0.412504 -1.814811 0.571896
P -2.851528 -3.265966 -1.743985
Si 1.239370 2.198231 1.417349
C 3.394364 3.700074 -2.463775
C -0.823361 -3.406477 -3.886716
C 2.148376 2.831588 -0.110703
C 2.926598 1.934524 -0.861929
C 3.835654 0.594144 4.390655
C 4.101403 2.103705 2.083103
C -4.792203 -3.406607 -1.458895
C 2.701763 0.879415 3.604592
C -1.855177 -2.472629 -4.518448
C 1.460025 5.930560 3.225448
C -3.103850 -2.330828 -3.733548
C 0.118556 6.322238 3.289000
C 2.619710 4.588098 -1.712633
C -0.315360 -1.225850 2.829281
C 2.822780 1.620507 2.417898
C 1.991024 4.152066 -0.530535
C -0.333052 -2.273744 -1.840137
C -0.878466 5.363377 3.058885
C -2.502554 -3.830678 -0.011683
C 3.543692 2.379234 -2.044031
C 5.094595 1.076675 4.046860
C -0.589262 2.051201 0.282969
C -3.154820 -4.888161 -2.685245
C -3.304495 -1.535012 -2.547149
C -0.844011 -0.902620 -2.204397
C -2.315894 -0.650513 -1.797377
C 0.953419 -3.033781 0.860530
C -1.009194 -3.432933 -2.364133
C 5.227220 1.831483 2.889153
C -0.527773 4.052913 2.722310
C 0.807490 3.731227 2.422243
C 1.809247 4.633888 2.816284
C -1.883457 -2.888953 1.024681
H -3.810462 -4.715021 -3.551718
H 2.860802 4.335736 2.807026
H 0.650338 -0.982166 3.274237
H 6.197172 2.230400 2.594267
H 1.723462 0.550842 3.944461
H 0.800056 -3.605246 1.784924
H -0.546392 -2.283913 2.957897
H -0.159095 2.274855 -0.701877
H -3.661449 -5.599507 -2.021441
H -0.881250 -4.403927 -4.319111
H -1.301762 3.286410 2.646863
H 0.202379 -3.077221 -4.101566
H 0.759028 -2.331221 -1.820304
H -1.358279 -1.519396 -4.715210
H 2.246432 6.640052 3.492122
H -1.074446 2.969750 0.624506
H -2.113638 -2.857839 -5.509898
H 4.155477 1.679969 -2.617976
H -1.895350 -4.740899 -0.114019
H 1.904653 -2.493319 0.939864
H -2.246585 -5.382989 -3.053507
H -4.349802 -1.242174 -2.366971
H -3.995507 -2.645818 -4.278543
H -0.748143 -0.672714 -3.285240
H -5.103298 -2.743113 -0.639272
H 5.971563 0.879208 4.685319
H 2.497029 5.619360 -2.021536
H -1.561720 -3.519817 1.867926
H -2.651220 -2.216144 1.432245
H -1.931416 5.633619 3.134018
H -1.446459 1.383631 0.009335
H -5.071105 -4.439168 -1.200534
H -0.152962 7.348421 3.536576
H 3.717132 0.002460 5.296291
H 3.068313 0.906333 -0.519686
H 4.255619 2.712314 1.192346
H -3.470737 -4.164389 0.386170
H -2.586844 0.404392 -1.950857
H -1.145142 -0.653732 3.309643
H 3.891402 4.048356 -3.376552
H -0.660038 -4.366801 -1.906589
H 1.031198 -3.738234 0.021329
H -2.447246 -0.852441 -0.719802
H -0.221335 -0.164015 -1.667263
H -5.319715 -3.127371 -2.383865
H 1.389546 4.849612 0.054260

Forces on atoms 1 to 6 (eV/Å):
Zn -0.96 1.23 0.14
P -0.11 -3.44 -4.24
P -2.19 -3.40 -1.23
Si 1.15 1.70 -0.38
C -0.07 0.23 0.03
C 0.20 -0.71 0.38

Results of the Löwdin charge analysis, in e, for atoms 1 through 2: number 1, Zn, carries 0.34; number 2, P, carries 0.87


2.
# C33H47BCl5F6MoN3O8SSi4

A molecular structure, C33H47BCl5F6MoN3O8SSi4 (ωB97M-V/def2-TZVPD, the Open Molecules 2025 dataset).

Properties
HOMO-LUMO gap (spin up / spin down)   6.88 / 6.88 eV
Relative energy (zero: lowest compared OMol25 entry of this formula, charge and spin)   58.2 kJ/mol
HOMO (spin up / spin down)   -7.81 / -7.84 eV
Total charge   0
Multiplicity   3

Geometry (Å):
Mo 1.329253 0.249905 -0.594148
Cl 2.928458 -4.295541 -1.925919
Cl 8.105830 -3.034323 -1.130848
Cl 4.221720 0.391713 0.350156
Cl 7.223346 -0.318481 0.145448
Cl 5.922527 -5.008903 -2.152624
S -1.288710 1.090104 4.686843
Si -2.889702 -0.944913 -0.682247
Si -0.691678 -2.247903 -3.237111
Si -0.686736 -3.446989 0.490430
Si -0.546157 -1.478607 -0.993851
F 1.038546 3.385623 -3.805120
F 0.869531 4.179857 -1.204494
F 3.106413 3.311180 -4.408995
F 2.808566 4.407396 -0.307205
F 2.441209 5.204071 -2.285312
F 2.065548 1.487903 -3.938695
O -0.782480 1.987052 -2.038823
O 1.596865 -3.016315 4.329193
O -1.239111 2.188526 0.189520
O 2.127084 1.776710 -1.389294
O 2.379889 -1.696185 -0.652277
O 2.015504 -1.415187 5.716518
O -1.058898 0.165741 3.605972
O -1.697904 0.569712 5.964780
N 1.645092 0.467916 3.616771
N 1.388367 -0.078883 1.501162
N 1.753746 -1.847526 4.605930
C -3.135632 -0.078245 0.984226
C 2.174313 4.173792 -1.476845
C -3.880088 1.821713 4.440735
C 6.041301 -1.432370 -0.432913
C -1.779291 2.915196 -1.869128
C 6.437884 -2.637606 -0.989789
C -4.214568 -2.287561 -0.725732
C 5.452273 -3.514708 -1.442628
C 4.188708 2.838597 -2.049212
C 2.200758 2.769556 -3.582104
C -2.375095 -2.951064 -3.698892
C 1.494054 0.929044 2.369815
C -2.468733 2.305751 4.124667
C 0.199730 2.070300 4.941565
C 3.658644 -1.977635 -0.763898
C 0.524057 -3.470458 -3.972545
C -3.457227 0.240287 -2.051727
C -0.462376 -0.670784 -4.253723
C 4.689858 -1.125894 -0.334113
C 1.499044 -1.236141 2.213331
C 4.103675 -3.194022 -1.331068
C 2.665456 2.841865 -2.088391
C 1.635432 -0.916587 3.516481
C -2.069293 3.026645 -0.521247
C -3.417482 4.536218 -2.360185
C 1.522390 2.366468 1.993489
C -3.041383 3.877379 -0.053415
C -2.427559 3.664865 -2.819426
C 0.957689 -4.297504 0.817916
C -3.722474 4.635851 -1.007225
C -1.460343 -2.864754 2.100703
C 1.524408 1.305416 4.825342
C -1.778703 -4.653748 -0.429915
B -0.436045 1.534172 -0.758330
H -4.085096 -2.979087 -1.557655
H 0.136215 2.877870 4.211280
H -1.361855 -0.050403 -4.242487
H -4.506931 5.309750 -0.688526
H -2.616703 0.687263 -2.575282
H 1.505056 -2.206344 1.751999
H 1.539978 -3.074807 -3.993450
H -2.234216 3.238918 4.640749
H 0.221446 -3.682584 -5.001706
H -4.612881 2.546909 4.092119
H -2.294533 2.401807 3.050693
H 1.655965 0.651066 5.677226
H 0.548145 -4.418317 -3.429442
H 1.175579 -4.334809 1.889738
H -4.071706 0.865130 3.953796
H -4.065482 1.060037 -1.656089
H 4.580721 3.719592 -2.551039
H -3.486243 -0.785432 1.741091
H -3.267239 3.956987 1.002532
H -2.176422 3.584602 -3.868522
H -0.207220 -0.881821 -5.296555
H -3.958706 5.142893 -3.074271
H -1.390028 -1.785737 2.225133
H 4.522240 2.838523 -1.016595
H -4.056870 -0.284328 -2.800699
H 1.821180 2.993076 2.830025
H -3.866117 0.734097 0.904129
H 2.345345 2.020036 4.811540
H 0.097420 2.471017 5.948962
H 4.566029 1.942708 -2.540011
H -2.392615 -3.163726 -4.771437
H -2.003126 -5.509709 0.215915
H -1.266381 -5.030520 -1.319525
H 0.344294 -0.068731 -3.830808
H -5.188993 -1.806228 -0.848688
H 2.242587 2.517076 1.188851
H 0.955410 -5.320234 0.434908
H -2.589100 -3.884431 -3.171114
H -2.720099 -4.212084 -0.741180
H -3.183240 -2.251177 -3.481786
H 0.545443 2.683335 1.620767
H -3.995253 1.679033 5.513608
H -2.201753 0.345029 1.349821
H -0.950936 -3.322843 2.954264
H -2.517374 -3.140923 2.153109
H -4.240419 -2.872550 0.197417
H 1.774970 -3.777629 0.325576

Forces on atoms 1 to 6 (eV/Å):
Mo 1.53 -1.28 0.33
Cl 0.03 0.02 -0.04
Cl -0.02 0.01 0.01
Cl 0.03 0.06 0.19
Cl -0.04 -0.02 -0.03
Cl -0.01 0.01 0.01

Results of the Löwdin charge analysis, in e, for atoms 1 through 2: number 1, Mo, carries 1.44; number 2, Cl, carries 0.79


3.
# C33H47BN8O8PPbSeTe

A molecular structure, C33H47BN8O8PPbSeTe (ωB97M-V/def2-TZVPD, the Open Molecules 2025 dataset).

Properties
HOMO-LUMO gap   6.72 eV
Relative energy (zero: lowest compared OMol25 entry of this formula, charge and spin)   0.0 kJ/mol
HOMO   -9.83 eV
Total charge   +1

Geometry (Å):
Pb -0.063769 -0.166962 -0.759629
Te 1.664725 5.318612 0.215531
Se -0.077766 5.202234 -1.586046
P 0.250277 4.117051 1.831860
O 0.012503 2.707496 1.515827
O 1.010779 4.277000 3.216135
O 2.482541 -2.239628 -3.396502
O -1.025780 5.049647 1.883514
O 2.339468 0.811887 0.135350
O -0.980100 -0.741968 -2.944734
O 0.737058 -0.638274 1.718435
O 2.101320 -2.007751 -0.101078
N -2.221919 0.796517 -0.032171
N 1.812639 -4.020469 0.891774
N 0.199766 -2.923860 -4.510303
N -2.507050 -2.367906 0.336942
N -3.249249 0.078002 0.462815
N 3.687863 1.494607 1.817342
N 0.347219 2.313735 -2.244786
N -1.311930 -2.268561 -0.273284
C -4.600682 -2.538849 -3.694237
C 2.774217 5.785963 3.884949
C -2.206908 4.536432 2.576328
C 2.626709 0.821323 1.319246
C 0.179830 3.430210 -2.023224
C 1.954416 0.726488 -5.514980
C 0.151440 -0.828634 -5.772698
C 0.754691 0.373200 -6.107157
C -4.526469 -1.234220 -3.134043
C 1.083628 -4.866341 1.822599
C 2.573331 -0.116219 -4.598576
C 3.977279 1.579057 3.239208
C -3.071958 5.715881 2.938664
C 1.980241 -1.327164 -4.275928
C 0.772433 -2.034112 1.882305
C 1.281600 5.572897 3.800082
C -3.337289 -0.609573 -2.929892
C -3.006898 -3.592335 0.147990
C -2.730384 1.944321 -0.479578
C 3.705590 -1.912362 -2.749545
C -2.117445 -4.325417 -0.622258
C 1.785750 0.071302 2.338338
C -1.071574 -3.439050 -0.863970
C -4.103929 1.988968 -0.261339
C 4.519055 2.277424 0.920207
C -2.179674 -2.520375 -3.931902
C 1.633125 -2.688766 0.805695
C -3.454186 -3.155259 -4.071522
C -2.095265 -1.240255 -3.264685
C 0.753077 -1.665215 -4.854604
C 2.503320 -4.714855 -0.179273
C -1.059932 -3.276137 -4.289451
C -4.382668 0.774631 0.343371
B -3.059299 -1.243071 1.264400
H 0.283209 1.029902 -6.823782
H 3.278628 -5.357826 0.238058
H 3.228771 5.791929 2.892362
H 0.794764 6.352364 3.209426
H 3.242289 4.997595 4.472611
H 2.427647 -0.602985 2.913008
H -0.160449 -3.572933 -1.424885
H 4.493386 -1.710703 -3.478812
H 0.823094 5.559869 4.788393
H 0.087299 -5.107915 1.442227
H -3.956950 -3.863560 0.572914
H -2.262667 -1.035244 2.147596
H -0.795813 -1.113563 -6.210752
H 1.801605 -5.330853 -0.745627
H 0.983765 -4.402274 2.799126
H 4.221054 2.072322 -0.104172
H 2.983865 6.744377 4.358146
H 1.347254 0.803353 3.023345
H -1.888096 3.979514 3.459745
H -5.310675 0.364807 0.701180
H 1.105766 -2.300258 2.889250
H -3.925325 5.374516 3.523181
H -0.255912 -2.382941 1.764097
H 4.400552 3.346535 1.118589
H -2.512573 6.436928 3.533225
H 2.953449 -3.981728 -0.841151
H 4.219969 0.604582 3.667400
H 4.844839 2.221747 3.369889
H -2.707742 3.845800 1.899762
H -4.790591 2.777823 -0.508743
H 3.496459 0.186917 -4.129110
H -5.442340 -0.731402 -2.849163
H 0.887905 -3.663695 -4.462954
H -1.217259 -4.346043 -4.393724
H 2.423352 1.668349 -5.763845
H 5.568088 2.010232 1.055855
H -2.090133 2.682611 -0.934483
H -3.486111 -4.145424 -4.510256
H -5.557722 -3.024718 -3.813681
H 3.571519 -1.056166 -2.085990
H -3.440718 6.215836 2.044572
H 3.146802 2.015703 3.797890
H -4.137315 -1.592066 1.663277
H 1.638919 -5.793864 1.952590
H -3.288561 0.374547 -2.484041
H 3.978120 -2.785199 -2.162706
H -2.221622 -5.340902 -0.958136

Forces on atoms 1 to 6 (eV/Å):
Pb 0.20 0.32 -0.35
Te 0.06 0.01 0.08
Se -0.10 0.01 -0.07
P -0.10 0.02 -0.04
O 0.09 -0.16 -0.06
O 0.07 -0.07 -0.08

Results of the Löwdin charge analysis, in e, for atoms 1 through 2: number 1, Pb, carries 1.58; number 2, Te, carries 0.78


| no. | F_max (eV Å⁻¹) |
| --- | --- |
| 1 | 5.46 |
| 2 | 2.02 |
| 3 | 0.51 |